12 unconnected molecules or ions with the total composition C23H52N3O15P, computed with ωB97M-V/def2-TZVPD.

## Properties
Spin multiplicity   1
HOMO energy   -8.9 eV
SMILES   CCCCCc1c(CP(=O)(O)O)c(CCOCC)c(-c2ccccn2)c2nccnc12.O.O.O.O.O.O.O.O.O.O.O
Frontier orbital gap   8.59 eV

Each line ends with the Mulliken charge.
CARTESIAN COORDINATES (ANGSTROEM)
C -1.9770 -5.5064 -2.3007  -1.43
C -2.9343 -4.3652 -1.9739  -0.50
C -2.7049 -3.1763 -2.9096  -0.89
C -2.9426 -1.7971 -2.2864  -1.29
C -2.0103 -0.6893 -2.8110  -0.90
C -1.0445 -0.0805 -1.8137  1.37
C -0.8338 1.2843 -1.7442  -0.14
C -1.5262 2.2133 -2.7095  -1.73
P -0.6471 2.3397 -4.2947  0.95
O -0.6092 3.7147 -4.7891  -0.75
O -1.3779 1.3000 -5.2648  -0.55
O 0.8205 1.7558 -4.0786  -0.58
C 0.0888 1.8591 -0.8142  0.73
C 0.3223 3.3478 -0.7948  -1.52
C -0.7680 4.1229 -0.0462  -0.69
O -1.0163 3.6498 1.2618  -0.31
C -2.3535 3.2293 1.4464  0.14
C -2.6373 2.9602 2.9171  -0.88
C 0.7790 1.0394 0.0650  -0.09
C 1.7846 1.5988 1.0147  -0.04
C 1.4801 1.7343 2.3632  -0.50
C 2.3751 2.3490 3.2092  -1.04
C 3.5888 2.7491 2.6738  -0.23
C 3.8365 2.5257 1.3398  -0.65
N 2.9513 1.9817 0.4989  -0.47
C 0.5996 -0.3638 0.0019  0.95
N 1.3222 -1.1820 0.8212  -0.42
C 1.1512 -2.4665 0.6762  -0.74
C 0.2742 -2.9971 -0.2828  -0.48
N -0.4232 -2.2531 -1.0854  0.09
C -0.2913 -0.9068 -0.9559  0.34
H -0.9707 -5.2524 -1.9866  0.30
H -2.2969 -6.4559 -1.8894  0.40
H -1.9342 -5.6103 -3.3741  0.41
H -3.9361 -4.7514 -2.1323  0.43
H -2.8192 -4.0442 -0.9454  0.29
H -3.3245 -3.2877 -3.7938  0.64
H -1.6795 -3.2397 -3.2564  0.39
H -3.9619 -1.5186 -2.5331  0.59
H -2.8674 -1.8700 -1.2109  0.44
H -2.6290 0.0906 -3.2186  0.34
H -1.4470 -1.0668 -3.6620  0.31
H -1.5831 3.2210 -2.3428  0.12
H -2.5410 1.8914 -2.8942  0.99
H -0.7691 0.6618 -5.6514  0.37
H 0.8896 0.7853 -4.0487  0.40
H 1.3135 3.5674 -0.4283  0.50
H 0.3037 3.7180 -1.8136  0.52
H -0.5220 5.1806 -0.0089  0.44
H -1.6928 4.0333 -0.6130  0.40
H -3.0385 3.9948 1.0819  0.46
H -2.5571 2.3365 0.8496  -0.06
H -3.0260 1.9643 3.0865  0.30
H -1.7196 3.0269 3.4829  0.07
H -3.3420 3.6700 3.3293  0.23
H 0.5266 1.3993 2.7192  0.65
H 2.1404 2.4871 4.2470  0.54
H 4.3366 3.2297 3.2815  0.43
H 4.7912 2.8079 0.9235  0.51
H 1.7282 -3.1471 1.2828  0.55
H 0.1869 -4.0667 -0.3882  0.30
O 3.4295 -4.0421 2.4266  -0.66
H 3.5368 -3.2302 2.9391  0.33
H 4.2925 -4.1735 2.0229  0.31
O -1.1826 1.9491 5.7542  -0.55
H -1.1774 2.6316 6.4392  0.32
H -1.4498 1.1401 6.2003  0.26
O 3.6928 -0.6338 4.2930  -0.68
H 3.0285 0.0027 4.0041  0.31
H 4.4686 -0.1031 4.5201  0.36
O -1.1836 -7.0490 -5.0278  -0.64
H -1.3053 -7.7879 -5.6371  0.33
H -0.4153 -7.2936 -4.5034  0.29
O -5.3377 5.0213 3.0110  -0.61
H -4.9748 5.8339 2.6453  0.31
H -6.2854 5.1801 3.0569  0.29
O 6.1177 0.5668 3.1960  -0.69
H 5.3455 0.9498 2.7615  0.32
H 6.7837 1.2607 3.1688  0.33
O 1.2068 -1.2661 -4.0405  -0.69
H 2.1248 -1.3625 -3.7650  0.32
H 0.7089 -1.2821 -3.2140  0.44
O -2.9933 -9.1780 -6.7772  -0.64
H -2.8958 -8.8769 -7.6858  0.32
H -3.9179 -9.0175 -6.5666  0.32
O 6.9652 2.4704 -0.7718  -0.65
H 6.6792 3.3195 -1.1221  0.31
H 6.6576 1.8285 -1.4190  0.32
O -1.8780 4.6804 6.3068  -0.65
H -1.2990 5.4451 6.3810  0.32
H -2.0885 4.6141 5.3681  0.33
O 3.8065 -1.8902 7.0922  -0.65
H 3.8273 -1.5560 6.1856  0.38
H 2.8764 -1.8773 7.3312  0.29